The following is a DFT calculation (wB97M-V/def2-TZVPD) of a cluster of 2 separate species, C31H29BNO5 in total in a non-equilibrium geometry.

XYZ file:
```
67
Properties=species:S:1:pos:R:3:forces:R:3:mulliken_charge:R:1
H 0.493498 2.735595 2.349609 0.6 -0.3 -0.6 0.92
C 1.891646 -2.465105 0.565908 -0.1 0.0 -0.5 0.55
C 1.040788 2.460947 1.436387 -0.7 -2.1 -0.6 -1.61
C -1.450628 4.573521 -1.200186 0.5 0.5 0.1 -0.66
H 1.300878 -0.101329 1.225671 -0.9 -0.6 0.9 -0.43
H -3.117018 -0.353193 5.112727 0.6 0.2 -0.4 0.39
H -0.467656 3.169897 -3.218839 0.0 -0.1 0.0 0.42
H -3.749166 -1.184113 2.878990 0.3 0.3 0.1 0.43
C 0.672597 -2.120461 -0.217073 -0.5 1.0 0.3 0.89
C -0.965019 -4.620452 -3.256756 -0.1 -0.2 -0.2 -0.48
C -0.321407 0.571340 3.325772 -0.4 -0.5 0.6 -0.62
C 2.331778 2.756395 1.004110 0.5 1.2 -0.6 -1.21
O -1.234798 0.887489 -1.570225 -0.7 1.7 -1.3 -0.13
H 1.359504 -4.547500 0.686028 0.1 0.2 0.2 0.54
H 2.830700 -0.503821 0.402439 0.0 -0.5 0.2 0.25
C -3.323219 2.973529 -1.273377 -0.2 0.4 -1.2 -0.52
H 4.960826 -3.409032 2.743135 -0.1 0.1 -0.2 0.40
C 0.255022 0.118552 0.911299 0.9 -2.6 0.8 1.82
H -2.220160 3.118436 -3.641493 0.2 0.1 -0.1 0.38
H -1.438579 4.758124 -0.115037 -0.1 -0.4 -0.4 0.31
H -3.864386 3.908143 -1.480774 0.2 -0.4 0.2 0.46
O -1.687597 0.407572 -3.716405 0.3 1.4 0.0 -0.51
C -2.419300 -0.191898 4.272967 -0.5 -0.2 0.1 -0.53
H 4.655552 -1.044165 1.939404 0.0 -0.3 -0.1 0.41
O -4.303365 2.556842 0.962343 2.6 0.3 -3.0 -0.56
C -1.835974 -3.879791 -2.454850 0.0 0.4 0.6 -0.81
C -3.383707 2.510972 0.150490 -2.0 -1.3 4.3 0.39
C 0.920518 -3.888403 -1.922292 -0.4 -0.5 -0.8 -0.44
C 2.868116 -1.499464 0.855391 0.3 -0.4 0.0 0.05
H -3.682349 2.166135 -1.957700 0.1 0.5 0.6 0.34
H -1.970223 -2.550325 -0.727860 0.1 -0.2 -0.3 0.28
H 3.045670 3.258702 -2.167650 -0.1 -0.3 0.3 0.25
C -1.191737 0.445729 4.427707 0.5 0.2 -0.1 -1.20
H -2.245150 -0.826396 0.942517 0.0 0.0 0.2 0.37
H 0.679853 0.979634 3.419531 -0.2 -0.1 0.4 0.65
H 3.160054 3.258901 1.548858 -1.1 0.1 -0.7 0.47
C -0.690557 0.082986 2.078510 -0.2 -0.1 0.5 0.39
C 3.951977 -1.831824 1.665996 0.0 0.3 -0.2 -0.56
C -1.319544 -3.113833 -1.399859 0.4 -0.4 -0.3 0.16
O 1.409714 1.488116 -0.626445 0.8 0.5 0.8 -0.25
C -1.452663 1.258758 -2.922396 0.0 -2.4 1.3 0.42
C 0.071140 -3.081650 -1.170799 0.0 -0.2 -0.1 0.26
B -1.461363 1.971047 -0.732232 2.2 -2.7 2.3 0.37
C -2.795940 -0.665825 3.016408 0.2 0.3 -0.3 -1.07
C 4.123865 -3.140041 2.098247 -0.1 -0.3 0.4 -0.59
H 3.329049 -5.146896 2.058844 0.1 -0.1 0.1 0.42
H -0.885305 0.828540 5.411805 -0.1 -0.2 -0.5 0.41
N -1.801220 3.163567 -1.530582 -1.2 0.9 -1.9 -0.07
H -2.927687 -3.878942 -2.607997 0.7 -0.1 -0.1 0.40
H 1.982084 -3.919566 -1.693416 -0.1 0.1 -0.1 0.47
C 2.084148 -3.789223 0.977014 0.3 0.3 0.3 -0.51
H -2.225229 5.188430 -1.661296 0.3 0.1 0.1 0.38
H 3.894717 3.573345 -0.645021 0.3 -0.2 -0.7 0.43
C 2.421985 2.317301 -0.314450 -0.1 -0.5 1.4 0.73
C 0.408796 -4.648361 -2.983652 -0.3 0.2 0.4 -0.85
C 0.618723 1.427964 0.528548 -1.0 5.0 -1.3 0.69
H -0.844778 -0.802524 -0.764709 0.6 -0.5 0.4 1.03
O -2.181544 1.854507 0.469838 -1.2 1.7 -1.7 -0.28
H -1.380187 -5.210973 -4.084970 0.3 0.3 0.4 0.37
C -1.442143 2.750799 -2.972862 -0.8 1.1 0.4 -0.48
C 0.029816 -0.937067 -0.130834 -0.6 -0.5 0.0 -1.62
H 4.194179 2.052269 -1.523686 -0.3 -0.1 0.0 0.29
H -0.466077 4.850650 -1.617130 -0.5 -0.4 0.2 0.28
H 1.081211 -5.266817 -3.577044 -0.2 0.2 0.1 0.40
C 3.425518 2.782303 -1.252000 1.1 0.8 -0.3 -1.32
C -1.947672 -0.464533 1.922682 -0.6 -0.9 0.4 0.24
C 3.199421 -4.123514 1.742726 -0.2 0.4 -0.2 -0.78
```
Forces are in eV/Å.

Values from the calculation:
total charge = +1
energy relative to the best compared isomer or geometry (same formula, charge and spin) = 126.9 kJ/mol
HOMO level = -10.260 eV
spin multiplicity = 1
LUMO = -0.124 hartree
gap between HOMO and LUMO = 6.897 eV